[1]
DFT (the ωB97M-V functional and the def2-TZVPD basis) results for a structure of composition C4H16CuN11O13.

As for the energy relative to the best compared isomer or geometry (same formula, charge and spin): 0.0 kcal per mole. The spin multiplicity is 2. Its charge is -1.

```
45
Properties=species:S:1:pos:R:3:mulliken_spin:R:1
N -1.61 3.47 -0.70 0.0001
H -3.23 3.41 -2.64 0.0000
C 2.11 -2.44 0.61 0.0001
C -1.75 2.42 -1.56 0.0004
O 0.34 -2.55 -3.14 0.0038
O -1.13 1.37 -1.44 0.0016
O 1.12 -0.03 -1.64 0.0077
H -0.76 1.18 4.93 0.0001
Cu -0.30 -0.27 -0.12 0.9020
H 3.36 -0.42 -3.78 0.0000
N 2.73 1.46 -2.24 -0.0002
H 2.06 -1.45 -3.42 0.0001
N 3.04 -2.60 1.61 0.0002
H 1.61 -3.20 -1.23 -0.0002
C -1.21 0.24 3.13 -0.0013
O 1.31 -1.52 0.63 0.0035
C 2.14 0.22 -2.26 -0.0013
H 2.43 2.06 -1.48 0.0001
O 0.96 1.35 0.77 0.0292
H -2.87 1.79 -3.14 0.0000
H -1.03 3.34 0.13 -0.0002
O -0.76 -0.21 2.09 0.0011
N -2.65 2.60 -2.58 0.0000
O -3.86 -2.04 -0.03 0.0004
N -0.40 0.86 4.05 0.0001
H 2.88 -2.11 2.46 0.0001
N -3.59 -1.00 0.56 0.0003
N -2.54 0.25 3.40 0.0000
H -2.86 0.50 4.32 -0.0001
N 0.92 2.24 1.66 -0.0032
H -3.18 -0.08 2.66 0.0000
N 2.68 -0.72 -3.09 0.0001
N -0.43 -2.80 -2.17 0.0002
H -1.92 4.38 -0.95 0.0000
O -4.32 -0.59 1.51 0.0010
O 0.01 3.09 1.70 0.0025
H 0.58 0.99 3.85 0.0000
O -2.57 -0.33 0.28 0.0026
N 2.16 -3.35 -0.40 -0.0004
O 1.81 2.24 2.53 0.0072
H 2.92 -4.00 -0.47 -0.0001
H 3.69 1.43 -2.54 0.0001
H 3.69 -3.35 1.55 0.0000
O -0.94 -1.87 -1.51 0.0302
O -0.65 -3.97 -1.86 0.0121
```



[2]
DFT (the ωB97M-V functional and the def2-TZVPD basis) results for a cluster of 2 separate species, C4H9NO2S in total.

As for the energy relative to the best compared isomer or geometry (same formula, charge and spin): 260.4 kcal per mole.

```
17
Properties=species:S:1:pos:R:3:nbo_charge:R:1
H 0.58 -0.92 1.06 0.2963
O -2.11 0.98 0.24 -0.5486
H -1.82 0.59 -1.01 0.5679
C -1.02 0.31 -0.11 0.2449
O 0.45 -0.49 -2.10 -0.6887
H -1.08 -0.91 1.82 0.2436
C -1.22 -1.32 -0.26 -0.3561
H 3.06 0.61 2.76 0.1443
C -0.50 -1.02 0.93 -0.1986
C 1.00 0.48 -1.41 0.0560
S 1.84 0.80 2.23 -0.7584
H 1.95 0.21 -0.91 0.2445
N 0.09 1.05 -0.37 -0.4826
H 0.57 1.42 0.46 0.4481
H 1.18 1.39 -2.04 0.2244
H -0.68 -1.73 -1.11 0.3172
H -2.28 -1.45 -0.21 0.2457
```



[3]
DFT (the ωB97M-V functional and the def2-TZVPD basis) results for an isolated molecule of C5H2ClN.

As for the SMILES: C=C1C(Cl)=C1C#N. As for the energy relative to the best compared isomer or geometry (same formula, charge and spin): 44.7 kcal per mole.

```
9
Properties=species:S:1:pos:R:3:nbo_charge:R:1
C 0.05 0.05 0.05 -0.5101
N 3.28 3.20 -0.06 -0.2394
C 2.71 0.74 0.07 -0.1213
H -0.13 1.02 -0.31 0.2287
H -0.73 -0.78 0.34 0.2427
C 3.08 2.06 0.02 0.2208
Cl 3.68 -1.97 -0.07 0.1040
C 1.33 -0.11 0.07 0.0715
C 2.70 -0.59 0.01 0.0032
```



Question: Which formula does entry 2 have?
Answer: C4H9NO2S



Question: Which value of energy relative to the best compared isomer or geometry (same formula, charge and spin) does entry 1 give?
Answer: 0.0 kcal per mole